{
  "formula": "C15H21AuBCl2NO4S",
  "method": "ωB97M-V/def2-TZVPD",
  "energy_ha": -2419.15103,
  "lumo_ev": 0.280,
  "relative_energy_kcal_mol": 1.3,
  "homo_lumo_gap_ev": 8.6,
  "total_charge": 0,
  "species": ["Au", "N", "C", "C", "C", "O", "O", "H", "H", "H", "H", "H", "H", "Cl", "C", "C", "C", "C", "C", "Cl", "C", "S", "H", "H", "H", "C", "C", "C", "O", "B", "O", "C", "C", "C", "H", "H", "H", "H", "H", "H", "H", "H", "H", "H", "H", "H"],
  "xyz": [[0.824, -0.021, -1.789], [2.237, 0.041, -3.662], [2.985, 1.321, -3.635], [3.384, 1.730, -2.214], [2.252, 2.464, -1.478], [2.465, 3.424, -0.776], [1.047, 2.010, -1.756], [2.847, -0.714, -3.362], [1.923, -0.183, -4.598], [2.339, 2.094, -4.050], [3.873, 1.261, -4.268], [4.247, 2.394, -2.235], [3.680, 0.851, -1.631], [-1.692, -0.616, -3.425], [-2.219, -1.752, -2.218], [-3.585, -1.962, -2.131], [-4.085, -2.873, -1.218], [-3.214, -3.571, -0.401], [-1.852, -3.342, -0.496], [-0.819, -4.247, 0.567], [-1.302, -2.421, -1.400], [0.453, -2.251, -1.480], [-4.244, -1.411, -2.786], [-5.150, -3.042, -1.148], [-3.577, -4.292, 0.317], [0.344, -1.115, 2.913], [0.578, 0.291, 2.383], [1.467, 1.087, 3.314], [1.281, 0.132, 1.107], [0.319, 0.215, 0.159], [-0.916, 0.569, 0.574], [-0.738, 1.021, 1.956], [-1.966, 0.619, 2.745], [-0.595, 2.533, 1.895], [1.304, -1.624, 2.991], [-0.292, -1.692, 2.240], [-0.118, -1.090, 3.901], [2.359, 0.507, 3.550], [0.941, 1.298, 4.248], [1.772, 2.028, 2.861], [-2.165, -0.448, 2.663], [-2.831, 1.161, 2.364], [-1.839, 0.875, 3.799], [0.274, 2.834, 1.305], [-0.514, 2.960, 2.895], [-1.481, 2.945, 1.412]]
}

{
  "formula": "C4H6OS",
  "method": "ωB97M-V/def2-TZVPD",
  "energy_ha": -629.40208,
  "lumo_ev": 0.132,
  "relative_energy_kcal_mol": 28.3,
  "homo_lumo_gap_ev": 9.4,
  "total_charge": 0,
  "smiles": "C=CC(=O)CS",
  "species": ["C", "C", "C", "C", "H", "H", "H", "H", "H", "H", "O", "S"],
  "xyz": [[0.919, -0.322, -1.206], [0.524, -0.199, 0.242], [-0.568, 0.720, 0.552], [-0.933, 1.057, 1.790], [-0.293, -2.354, -1.575], [1.863, -0.890, -1.310], [1.193, 0.589, -1.725], [-1.113, 1.123, -0.279], [-0.346, 0.784, 2.658], [-1.862, 1.619, 1.952], [1.011, -0.959, 1.033], [-0.395, -1.167, -2.131]]
}

{
  "formula": "C32H90F2N9O13PbS2",
  "method": "ωB97M-V/def2-TZVPD",
  "energy_ha": -3932.61190,
  "lumo_ev": -6.028,
  "relative_energy_kcal_mol": 49.7,
  "homo_lumo_gap_ev": 4.7,
  "total_charge": 1,
  "species": ["Pb", "N", "S", "O", "O", "F", "S", "O", "O", "F", "O", "H", "H", "C", "C", "C", "O", "C", "N", "H", "H", "H", "H", "H", "H", "H", "H", "H", "H", "H", "C", "C", "C", "O", "C", "N", "H", "H", "H", "H", "H", "H", "H", "H", "H", "H", "H", "C", "C", "C", "O", "C", "N", "H", "H", "H", "H", "H", "H", "H", "H", "H", "H", "H", "C", "C", "C", "O", "C", "N", "H", "H", "H", "H", "H", "H", "H", "H", "H", "H", "H", "C", "C", "C", "O", "C", "N", "H", "H", "H", "H", "H", "H", "H", "H", "H", "H", "H", "C", "C", "C", "O", "C", "N", "H", "H", "H", "H", "H", "H", "H", "H", "H", "H", "H", "C", "C", "C", "O", "C", "N", "H", "H", "H", "H", "H", "H", "H", "H", "H", "H", "H", "C", "C", "C", "O", "C", "N", "H", "H", "H", "H", "H", "H", "H", "H", "H", "H", "H"],
  "xyz": [[-2.374, 2.921, -0.176], [-0.750, 1.278, -0.214], [0.824, 1.333, 0.066], [1.667, 1.132, -1.041], [1.196, 0.857, 1.334], [0.882, 2.941, 0.228], [-0.957, -0.399, -0.226], [-1.318, -0.924, 1.025], [-0.177, -1.105, -1.147], [-2.354, -0.315, -0.947], [-3.907, 1.301, 0.727], [-4.035, 0.381, 1.060], [-4.567, 1.841, 1.218], [-0.873, 2.559, 6.134], [-0.296, 3.137, 4.869], [1.172, 3.513, 4.956], [1.664, 4.096, 3.778], [1.110, 5.311, 3.509], [-0.626, 2.280, 3.671], [-0.671, 3.213, 6.993], [-0.472, 1.577, 6.401], [-1.960, 2.459, 6.097], [-0.841, 4.088, 4.707], [1.742, 2.607, 5.174], [1.281, 4.212, 5.802], [1.575, 5.718, 2.624], [1.210, 5.980, 4.368], [0.039, 5.183, 3.320], [0.205, 2.086, 3.108], [-0.978, 1.346, 3.960], [-0.729, -2.420, 5.206], [-1.973, -1.810, 4.578], [-2.916, -1.401, 5.662], [-4.049, -0.807, 5.125], [-5.088, -0.774, 6.056], [-1.612, -0.577, 3.810], [-0.968, -3.331, 5.758], [-0.252, -1.718, 5.900], [0.049, -2.643, 4.470], [-2.408, -2.553, 3.892], [-2.376, -0.798, 6.401], [-3.231, -2.310, 6.202], [-5.490, -1.761, 6.298], [-5.881, -0.138, 5.661], [-4.764, -0.272, 6.981], [-1.072, -0.839, 2.984], [-2.527, -0.307, 3.425], [-3.432, -5.287, 2.034], [-1.943, -5.193, 1.798], [-1.316, -6.409, 1.153], [-1.358, -7.480, 2.009], [-1.023, -8.657, 1.342], [-1.609, -4.005, 1.027], [-3.656, -6.177, 2.622], [-3.998, -5.318, 1.097], [-3.804, -4.409, 2.571], [-1.465, -5.072, 2.792], [-0.322, -6.211, 0.741], [-2.001, -6.665, 0.318], [0.045, -8.733, 1.096], [-1.610, -8.754, 0.419], [-1.244, -9.490, 2.006], [-0.594, -3.900, 0.914], [-1.831, -3.094, 1.410], [0.233, -4.972, -2.569], [-1.218, -4.783, -3.027], [-1.961, -6.082, -3.020], [-1.440, -6.943, -4.019], [-2.039, -8.215, -3.979], [-1.958, -3.805, -2.157], [0.758, -5.662, -3.236], [0.277, -5.330, -1.534], [0.782, -4.022, -2.553], [-1.222, -4.374, -4.043], [-3.005, -5.863, -3.312], [-1.922, -6.538, -2.018], [-1.511, -8.837, -4.684], [-3.107, -8.066, -4.211], [-2.014, -8.666, -2.978], [-1.691, -4.027, -1.185], [-1.432, -2.946, -2.346], [0.999, 6.732, 0.970], [1.434, 7.069, -0.435], [2.079, 5.926, -1.176], [3.389, 5.734, -0.637], [4.041, 4.676, -1.221], [0.193, 7.501, -1.191], [0.359, 7.490, 1.416], [1.876, 6.576, 1.596], [0.440, 5.797, 0.889], [2.113, 7.934, -0.470], [2.143, 6.085, -2.269], [1.542, 4.959, -1.059], [4.896, 4.386, -0.618], [4.441, 4.941, -2.216], [3.405, 3.794, -1.389], [-0.209, 8.279, -0.682], [0.428, 7.798, -2.132], [2.446, -1.017, 3.667], [3.402, -1.749, 2.734], [3.446, -1.025, 1.387], [4.562, -1.483, 0.669], [4.586, -0.948, -0.618], [4.754, -1.777, 3.363], [1.457, -0.947, 3.200], [2.791, 0.015, 3.819], [2.400, -1.461, 4.658], [3.088, -2.790, 2.628], [3.608, 0.038, 1.605], [2.513, -1.213, 0.848], [4.833, 0.129, -0.598], [3.624, -1.043, -1.128], [5.415, -1.408, -1.148], [5.111, -0.819, 3.416], [5.338, -2.188, 2.623], [3.533, 2.173, -5.617], [3.245, 2.477, -4.147], [1.782, 2.837, -4.010], [1.301, 3.892, -4.795], [1.804, 5.127, -4.401], [3.518, 1.298, -3.318], [4.583, 2.070, -5.869], [3.108, 2.986, -6.223], [2.969, 1.290, -5.933], [3.885, 3.288, -3.797], [1.481, 2.997, -2.957], [1.221, 1.962, -4.354], [1.293, 5.459, -3.470], [1.592, 5.933, -5.103], [2.880, 5.119, -4.195], [3.097, 1.499, -2.406], [3.011, 0.473, -3.638], [-3.428, 1.414, -3.887], [-1.991, 1.619, -4.316], [-1.715, 0.841, -5.575], [-0.403, 0.887, -5.981], [-0.171, 0.198, -7.171], [-1.705, 3.109, -4.494], [-4.195, 1.608, -4.646], [-3.728, 1.957, -2.987], [-3.622, 0.367, -3.595], [-1.296, 1.374, -3.494], [-2.433, 1.181, -6.347], [-2.006, -0.215, -5.398], [-0.021, -0.879, -7.023], [0.691, 0.609, -7.696], [-1.012, 0.317, -7.876], [-2.013, 3.331, -5.453], [-0.688, 3.250, -4.595]]
}

{
  "formula": "C24H24N2O6ReS4",
  "method": "ωB97M-V/def2-TZVPD",
  "energy_ha": -3160.86229,
  "multiplicity": 2,
  "lumo_ev": [-2.126, -1.757],
  "relative_energy_kcal_mol": 15.5,
  "s_squared": 0.77,
  "homo_lumo_gap_ev": [5.7, 5.9],
  "total_charge": 0,
  "species": ["Re", "C", "C", "C", "C", "C", "C", "C", "S", "O", "O", "N", "C", "C", "O", "O", "H", "H", "H", "H", "H", "H", "H", "H", "H", "C", "C", "O", "S", "C", "C", "C", "C", "C", "C", "C", "C", "H", "H", "H", "H", "H", "H", "H", "O", "S", "C", "C", "C", "C", "H", "H", "H", "H", "H", "H", "H", "H", "S", "C", "N"],
  "xyz": [[2.269, -1.669, -0.806], [0.839, 3.148, 3.848], [1.790, 2.396, 2.959], [2.133, 2.882, 1.700], [3.033, 2.202, 0.897], [3.586, 1.020, 1.361], [3.259, 0.512, 2.608], [2.360, 1.203, 3.400], [4.791, 0.171, 0.382], [5.652, 1.128, -0.250], [5.378, -0.873, 1.170], [3.908, -0.567, -0.850], [4.558, -0.486, -2.163], [3.612, -0.975, -3.258], [3.931, -1.011, -4.417], [2.433, -1.336, -2.787], [0.440, 4.028, 3.346], [1.340, 3.467, 4.764], [0.004, 2.513, 4.142], [1.700, 3.812, 1.351], [3.335, 2.596, -0.065], [3.740, -0.395, 2.950], [2.116, 0.822, 4.385], [5.461, -1.102, -2.206], [4.862, 0.538, -2.382], [-6.101, 0.968, -0.011], [-6.514, 2.018, 0.986], [-7.651, 2.310, 1.227], [-5.222, 2.950, 1.834], [-3.697, 2.158, 1.353], [-2.949, 2.675, 0.302], [-1.775, 2.051, -0.087], [-1.334, 0.902, 0.576], [-2.082, 0.408, 1.652], [-3.248, 1.037, 2.044], [-0.160, 0.209, 0.161], [0.806, -0.451, -0.168], [-6.998, 0.548, -0.461], [-5.529, 0.180, 0.474], [-5.471, 1.412, -0.782], [-3.305, 3.553, -0.221], [-1.192, 2.445, -0.909], [-1.730, -0.480, 2.162], [-3.825, 0.660, 2.879], [0.912, -3.153, -1.575], [0.580, -3.064, -3.085], [-0.804, -4.262, -3.149], [-2.122, -3.509, -2.909], [-1.767, -2.122, -2.371], [-0.573, -1.668, -3.191], [-0.575, -4.984, -2.368], [-0.764, -4.760, -4.117], [-2.763, -4.055, -2.219], [-2.657, -3.401, -3.853], [-1.467, -2.175, -1.323], [-2.600, -1.424, -2.449], [-0.075, -0.778, -2.811], [-0.806, -1.545, -4.252], [2.319, -3.456, 3.529], [2.311, -2.842, 2.076], [2.299, -2.375, 0.981]]
}

{
  "formula": "C5H37NO15",
  "method": "ωB97M-V/def2-TZVPD",
  "energy_ha": -1396.13332,
  "lumo_ev": 4.976,
  "relative_energy_kcal_mol": 17.0,
  "homo_lumo_gap_ev": 8.2,
  "total_charge": -2,
  "species": ["C", "N", "C", "O", "C", "C", "C", "O", "H", "H", "H", "H", "H", "H", "H", "H", "H", "H", "H", "H", "H", "O", "H", "H", "O", "H", "H", "O", "H", "H", "O", "H", "H", "O", "H", "H", "O", "H", "H", "O", "H", "H", "O", "H", "H", "O", "H", "H", "O", "H", "H", "O", "H", "H", "O", "H", "H", "O"],
  "xyz": [[-1.366, -1.067, 1.775], [-1.019, -2.415, 1.347], [-1.319, -2.817, -0.032], [-0.249, -2.557, -0.896], [-0.262, -0.333, 2.538], [0.941, 0.289, 1.740], [0.792, 1.798, 1.843], [2.032, 2.493, 1.515], [-2.294, -1.103, 2.345], [-1.508, -0.500, 0.848], [-0.107, -2.744, 1.612], [-1.427, -3.902, 0.078], [-2.256, -2.355, -0.353], [0.142, -0.966, 3.334], [-0.697, 0.527, 3.055], [0.930, 0.067, 0.676], [1.866, -0.010, 2.200], [0.043, 2.236, 1.180], [0.631, 2.114, 2.882], [0.587, -3.635, -0.716], [2.097, -3.862, -0.482], [1.328, -4.441, -0.586], [0.188, -5.266, -1.967], [-0.796, -4.049, -2.135], [-0.695, -4.999, -2.295], [1.550, -2.125, 0.843], [2.689, -1.450, 1.760], [2.198, -2.241, 1.549], [1.889, 4.750, -0.658], [1.816, 3.191, 0.804], [1.249, 4.089, -0.337], [3.143, 1.414, 0.683], [3.618, 1.199, -0.722], [3.696, 0.783, 0.156], [2.010, 1.740, -2.248], [2.049, 2.939, -1.290], [2.591, 2.475, -1.992], [-1.016, 0.792, -1.321], [-1.260, 2.256, -1.496], [-1.735, 1.477, -1.204], [-0.566, -0.896, -3.038], [-0.067, -1.321, -1.781], [-0.192, -0.408, -2.295], [-4.663, 1.201, -0.849], [-3.280, 1.413, -0.202], [-4.235, 1.360, -0.006], [4.848, -1.077, -1.076], [5.439, -0.043, -0.126], [5.648, -0.544, -0.923], [-1.520, 4.453, -1.041], [0.061, 4.242, -1.134], [-0.843, 4.154, -1.681], [-2.900, -0.702, -2.032], [-2.892, 0.705, -2.456], [-3.482, -0.084, -2.487], [-4.906, 1.185, 1.665], [-3.815, 1.149, 2.849], [-4.704, 1.422, 2.582]]
}